Here is C41H51KN10O4S as an isolated structure from the Open Molecules 2025 dataset. Energies are from ωB97M-V/def2-TZVPD.

Element x y z (Å)
C (-2.552, -2.220, -0.173)
H (-1.853, -2.937, 0.247)
C (0.539, -5.792, 0.896)
H (0.039, 2.610, -1.622)
H (2.269, 0.562, -1.722)
C (1.674, 2.482, 5.233)
H (-1.291, -7.606, -1.893)
O (0.613, -2.520, 2.604)
H (2.178, -2.989, -1.860)
H (-1.549, -3.017, -3.705)
H (-4.420, -5.109, -4.514)
H (-1.122, 0.924, -1.843)
C (0.915, -0.082, -4.347)
C (-2.366, 0.012, 3.221)
C (-0.248, -5.781, -2.265)
O (2.325, -5.905, -2.475)
C (2.660, 1.591, -3.832)
H (0.623, -6.824, 1.234)
H (0.441, -0.920, 4.036)
H (-2.502, -1.028, 2.941)
H (1.043, 1.911, 7.214)
C (0.761, 0.055, 4.392)
H (0.263, 0.084, -5.212)
H (-5.792, -1.728, -0.954)
C (0.857, -4.823, 2.027)
C (-4.172, -0.364, -1.302)
H (-1.788, 3.672, 4.018)
H (1.821, -0.537, -4.750)
H (0.277, -1.841, -1.549)
N (1.906, 1.942, 0.459)
O (1.115, -7.764, -1.309)
N (-1.860, 0.809, 2.278)
H (-2.664, 1.523, -2.457)
N (3.235, 0.267, -1.837)
C (-0.311, -4.490, -2.770)
H (1.592, -4.575, -0.350)
C (1.118, 1.632, 6.171)
H (2.961, 1.744, -4.879)
C (3.618, 0.582, -3.206)
C (-1.500, -4.024, -3.305)
H (-2.498, 3.172, -0.860)
C (-2.486, 1.789, 4.790)
C (0.009, -0.505, 6.657)
H (-0.030, 3.244, 1.869)
H (4.308, 4.892, -0.171)
C (1.476, 3.047, -0.145)
N (-0.884, 2.337, 0.214)
N (-0.533, -1.202, 7.392)
C (2.199, -1.973, -2.262)
C (-2.633, -4.835, -3.347)
N (1.273, 0.886, 3.489)
C (-1.027, 2.972, 1.510)
C (-1.964, 2.621, 3.817)
H (-3.419, -6.769, -2.860)
H (2.483, -2.075, -3.313)
H (3.072, -1.258, -0.436)
H (0.664, 1.926, -4.035)
H (4.252, -1.564, -1.699)
H (4.625, 1.013, -3.236)
H (-4.787, 0.396, -1.767)
C (-4.729, -1.549, -0.849)
C (0.045, 3.069, -0.630)
C (0.691, -3.342, 1.665)
K (0.348, -0.502, 0.902)
C (0.648, 0.398, 5.740)
N (0.889, -1.324, -2.168)
O (0.640, -3.039, 0.434)
C (3.183, 1.879, 0.826)
C (-1.657, 2.089, 2.567)
H (0.223, -5.026, 2.890)
C (-2.804, -0.157, -1.151)
C (-2.549, -6.123, -2.828)
C (-2.157, 1.137, -1.570)
C (-3.906, -2.500, -0.269)
C (-2.695, 0.449, 4.491)
N (-2.013, -1.077, -0.596)
H (-4.612, -4.016, -3.148)
C (0.212, -1.090, -3.433)
H (-3.086, -0.240, 5.227)
C (-2.176, 2.198, -0.454)
S (1.288, -6.369, -1.597)
N (1.504, -5.584, -0.191)
H (3.661, -0.317, -3.833)
C (-1.365, -6.601, -2.283)
H (-3.751, -3.474, -4.585)
C (2.310, 4.135, -0.383)
C (4.089, 2.908, 0.628)
H (1.891, -4.968, 2.354)
H (5.117, 2.799, 0.943)
H (0.573, -3.864, -2.758)
H (-0.491, -5.629, 0.551)
H (-4.293, -3.444, 0.089)
H (-1.600, 3.914, 1.441)
H (-0.793, -0.727, -3.203)
C (-3.923, -4.331, -3.934)
H (2.768, 2.549, -3.315)
C (1.719, 2.068, 3.911)
H (1.919, 5.022, -0.865)
H (-0.270, 4.120, -0.760)
H (0.085, -2.011, -4.028)
C (3.256, -1.154, -1.511)
H (3.495, 0.958, 1.307)
H (2.061, 3.452, 5.515)
N (1.259, 1.183, -3.696)
C (3.637, 4.061, 0.007)
H (-2.910, 1.911, 0.298)
H (2.132, 2.720, 3.147)
H (-2.723, 2.177, 5.773)

Atom charges from the Mulliken analysis, given in e for atoms 1 to 99:
1. C -0.3605
2. H 0.0013
3. C -0.4756
4. H 0.2418
5. H -0.6406
6. C -1.0942
7. H 0.5094
8. O -0.7122
9. H -0.4964
10. H -0.0656
11. H 0.4439
12. H -1.6088
13. C -2.1536
14. C -0.1053
15. C -0.3397
16. O -0.6723
17. C -0.9614
18. H 0.4738
19. H 0.7230
20. H 0.3592
21. H 0.5052
22. C -0.2513
23. H 0.5912
24. H 0.4341
25. C -0.9141
26. C -0.8546
27. H 0.5044
28. H 0.3173
29. H -0.8803
30. N 1.8340
31. O -0.7339
32. N 0.4661
33. H 0.8288
34. N 0.3657
35. C 0.1570
36. H 0.1678
37. C -0.4002
38. H 0.3731
39. C -0.5763
40. C -0.1442
41. H 0.3626
42. C -0.5552
43. C -0.0192
44. H 0.3311
45. H 0.4372
46. C 0.6359
47. N 1.6095
48. N -0.5465
49. C -0.1182
50. C 0.4578
51. N 0.3769
52. C -1.2291
53. C -1.1210
54. H 0.4413
55. H 0.7509
56. H 0.2200
57. H 0.3394
58. H 0.5463
59. H 0.4662
60. H 0.5650
61. C -0.7419
62. C -1.6247
63. C 0.1730
64. K 0.4735
65. C 0.0419
66. N 2.4751
67. O -0.2260
68. C -0.7617
69. C 0.4408
70. H 0.4215
71. C -0.3412
72. C -0.6262
73. C 1.1601
74. C -0.9264
75. C -0.9140
76. N 1.2242
77. H 0.2553
78. C -0.2081
79. H 0.5166
80. C -1.3620
81. S 1.3052
82. N -0.2509
83. H 0.2694
84. C -0.4108
85. H 0.3747
86. C -0.9870
87. C -0.9764
88. H 0.3251
89. H 0.5282
90. H 0.3166
91. H 0.2316
92. H 0.5494
93. H 0.3622
94. H 0.3736
95. C -1.6093
96. H 0.3322
97. C -0.0315
98. H 0.4929
99. H 0.3739

Here is C41H51O2S4Si3Tl as an isolated structure from the Open Molecules 2025 dataset. Energies are from ωB97M-V/def2-TZVPD.

Element x y z (Å)
H (-6.192, -12.822, 14.379)
C (-5.490, -14.530, 13.205)
H (-6.290, -20.751, 12.907)
S (-9.504, -17.126, 16.520)
S (-6.716, -17.733, 19.375)
H (-5.882, -11.266, 22.365)
C (-8.406, -10.547, 20.775)
C (-5.657, -10.525, 17.872)
H (-10.402, -15.759, 19.273)
H (-10.885, -15.383, 16.512)
Si (-7.095, -15.402, 13.783)
H (-3.045, -18.521, 14.670)
H (-0.397, -22.122, 17.999)
S (-6.477, -18.217, 23.339)
H (-10.707, -14.266, 18.759)
H (-7.258, -17.083, 15.731)
H (-1.213, -21.578, 16.911)
H (-9.701, -16.617, 13.744)
C (-8.236, -12.061, 16.757)
H (-4.513, -13.646, 17.988)
H (-4.263, -10.392, 16.002)
H (-9.527, -12.978, 10.417)
C (-7.694, -17.134, 16.821)
S (-8.490, -14.595, 19.202)
C (-8.434, -14.117, 11.894)
C (-4.590, -14.924, 12.053)
C (-2.596, -17.202, 22.685)
H (-5.070, -16.553, 25.604)
H (-9.139, -17.417, 19.313)
H (-4.599, -15.808, 11.498)
H (-7.368, -15.703, 20.969)
H (-5.322, -8.392, 20.617)
H (-3.673, -11.960, 13.974)
C (-3.038, -16.651, 24.988)
H (-2.340, -16.073, 25.886)
C (-7.265, -18.344, 17.718)
Si (-6.602, -12.170, 17.791)
C (-3.965, -17.688, 22.629)
H (-7.898, -11.875, 15.749)
C (-6.125, -11.973, 21.634)
H (-4.393, -17.932, 21.675)
H (-3.512, -7.173, 18.950)
C (-9.552, -13.784, 11.128)
H (-1.842, -16.765, 21.975)
C (-5.416, -13.506, 17.510)
Tl (-1.293, -19.228, 17.000)
C (-10.040, -15.494, 17.014)
C (-3.778, -12.673, 13.520)
H (-5.775, -13.637, 16.404)
H (-8.208, -10.296, 21.753)
H (-2.353, -12.606, 12.586)
O (-7.529, -14.792, 15.197)
H (-7.747, -13.335, 11.818)
C (-6.100, -19.744, 13.572)
H (-5.958, -18.562, 17.567)
C (-4.110, -18.484, 14.455)
H (-8.039, -18.987, 17.720)
C (-10.697, -14.591, 11.043)
C (-4.751, -19.696, 13.906)
C (-8.347, -15.927, 20.419)
C (-2.191, -16.745, 23.937)
C (-4.501, -10.125, 16.904)
C (-4.865, -17.563, 23.636)
C (-6.255, -17.172, 13.858)
H (-9.256, -14.975, 16.438)
C (-4.279, -17.028, 24.797)
H (-6.893, -12.623, 21.972)
C (-9.533, -16.130, 12.647)
H (-5.243, -12.639, 21.348)
H (-8.730, -18.217, 20.907)
C (-3.026, -13.223, 12.544)
H (-4.745, -15.867, 14.496)
H (-0.717, -21.150, 19.395)
H (-2.721, -14.719, 11.229)
C (-5.046, -8.758, 19.510)
H (-3.238, -8.787, 16.357)
H (-5.663, -14.496, 18.058)
H (-11.747, -14.198, 10.526)
H (-8.843, -10.946, 16.869)
H (-9.104, -15.711, 21.442)
C (-0.678, -21.301, 18.257)
H (-7.704, -18.448, 12.961)
C (-3.720, -8.922, 17.394)
H (-8.976, -12.713, 16.650)
H (-0.964, -16.295, 24.083)
C (-6.740, -18.525, 13.424)
Si (-6.816, -11.199, 20.014)
C (-8.471, -17.430, 20.056)
C (-8.457, -15.256, 12.657)
C (-10.167, -15.103, 18.514)
H (-9.171, -11.558, 20.969)
H (-8.872, -9.697, 20.151)
H (-7.217, -16.090, 17.116)
C (-5.701, -9.866, 19.168)
H (-11.337, -16.518, 11.772)
C (-10.598, -15.829, 11.743)
C (-4.971, -17.337, 14.220)
O (-7.374, -17.592, 24.417)
H (-3.798, -20.446, 14.021)
C (-3.454, -14.308, 11.767)
C (-4.042, -8.188, 18.678)
C (-5.194, -13.246, 13.678)

Charge: -2

Atom charges from the Mulliken analysis, given in e for atoms 1 to 99:
1. H -0.2324
2. C 0.0938
3. H 0.1643
4. S -0.3642
5. S 0.0031
6. H 0.4414
7. C -1.1037
8. C -0.1305
9. H 0.7593
10. H 0.9107
11. Si -0.7834
12. H 0.4926
13. H 0.3072
14. S 0.0787
15. H 0.7043
16. H -2.1387
17. H -0.0019
18. H 0.0391
19. C -1.2325
20. H 0.6941
21. H 0.3188
22. H 0.3273
23. C 2.7034
24. S 0.4472
25. C -0.6596
26. C -0.6233
27. C -0.5913
28. H 0.1103
29. H 0.5647
30. H 0.3888
31. H 0.4551
32. H 0.1181
33. H 0.3262
34. C -0.1910
35. H 0.0504
36. C -0.8619
37. Si 0.1034
38. C -0.3968
39. H 0.4177
40. C -1.2962
41. H 0.2088
42. H 0.2324
43. C -0.6797
44. H 0.2449
45. C -0.8437
46. Tl 0.4342
47. C -0.0547
48. C -0.2608
49. H 0.0590
50. H 0.4892
51. H 0.7239
52. O 0.8861
53. H 0.4184
54. C -0.9767
55. H 0.0127
56. C -0.9933
57. H 0.6694
58. C -0.3690
59. C -0.1597
60. C -1.1210
61. C -0.0047
62. C -0.4532
63. C 0.3867
64. C 0.3371
65. H -0.4943
66. C -0.1541
67. H 0.3430
68. C 0.5236
69. H 0.3048
70. H 0.2736
71. C -1.0262
72. H -0.0474
73. H 0.2363
74. H 0.4045
75. C 0.0168
76. H 0.2045
77. H 0.1487
78. H 0.1674
79. H 0.2055
80. H 0.1595
81. C -0.9401
82. H 0.3564
83. C -0.4907
84. H 0.6772
85. H 0.0358
86. C 0.0740
87. Si 0.5473
88. C -0.5701
89. C 0.7423
90. C -1.7675
91. H 0.1320
92. H 0.2664
93. H -0.7930
94. C 0.2244
95. H 0.4874
96. C -0.8610
97. C 0.4233
98. O -0.7252
99. H 0.0631

These records have largest force on an atom values of 0.01233; 0.37170 hartree/bohr, in the order they appear.
These records have E values of -3439.68425; -4376.13391 hartree, in the order they appear.